No. 1
The following is a DFT calculation (ωB97M-V/def2-TZVPD) of a cluster of 2 separate species, C7H16O2 in total at a distorted geometry.

Geometry as XYZ:
```
25
Properties=species:S:1:pos:R:3
C 3.997 -1.460 -0.271
C 4.188 -0.147 0.335
O 3.729 0.240 1.433
O 5.097 0.499 -0.688
H 3.742 -2.211 0.459
H 3.022 -1.578 -0.906
H 4.706 -1.909 -1.041
H 5.477 1.276 -0.324
C -0.921 2.555 0.246
C -1.508 1.382 -0.546
C -2.146 0.338 0.400
C -2.628 -0.796 -0.412
C -3.090 -2.009 0.401
H -1.586 2.585 1.166
H 0.114 2.286 0.591
H -0.666 3.630 -0.232
H -0.695 1.118 -1.175
H -2.266 1.816 -1.290
H -1.493 0.044 1.257
H -2.943 0.810 0.940
H -1.734 -1.153 -0.988
H -3.359 -0.566 -1.238
H -3.918 -1.805 0.984
H -3.039 -2.980 -0.135
H -2.081 -1.967 1.034
```

Results
- HOMO (eV) = -10.929
- SMILES string = CC(=O)O.CCCCC
- calculated total energy (eV) = -11611.41005
- relative energy (zero: lowest compared OMol25 entry of this formula, charge and spin) (kJ/mol) = 274.1
- multiplicity = 1

---

No. 2
The following is a DFT calculation (ωB97M-V/def2-TZVPD) of a cluster of 2 separate species, C7H16O3 in total at a distorted geometry.

Geometry as XYZ:
```
26
Properties=species:S:1:pos:R:3
C -1.432 0.841 0.104
C -0.067 0.830 -0.594
C 0.940 1.661 0.211
C -0.206 1.416 -2.007
O -0.420 2.812 -1.949
C 0.453 -0.612 -0.784
C 0.403 -1.517 0.448
C 1.705 -2.144 0.843
O 1.800 -2.986 1.727
H -1.328 0.725 1.192
H -2.080 0.036 -0.274
H -1.943 1.797 -0.069
H 0.515 2.641 0.467
H 1.864 1.826 -0.364
H 1.209 1.159 1.152
H -1.050 0.921 -2.518
H 0.712 1.193 -2.580
H -0.707 3.123 -2.811
H 1.496 -0.568 -1.126
H -0.119 -1.096 -1.592
H 0.146 -0.883 1.316
H -0.204 -2.445 0.257
H 2.615 -1.595 0.517
O -1.623 -2.527 2.499
H -0.743 -2.812 2.895
H -1.937 -1.797 3.040
```

Results
- HOMO (eV) = -9.864
- SMILES string = CC(C)(CO)CCC=O.O
- calculated total energy (eV) = -13660.22810
- relative energy (zero: lowest compared OMol25 entry of this formula, charge and spin) (kJ/mol) = 102.1
- multiplicity = 1